## A
C6H24N12O6 | the ωB97M-V functional and the def2-TZVPD basis

Each line ends with the Mulliken charge.
Atoms and positions in Å:
N  8.191  -0.619  -0.521  -0.37
C  7.324  -1.480  -0.890  0.66
N  6.276  -0.861  -1.340  -0.37
O  7.433  -2.738  -0.862  -0.69
H  7.964  0.365  -0.497  0.16
H  8.983  -0.970  -0.001  0.23
H  6.284  0.147  -1.274  0.15
H  5.587  -1.412  -1.831  0.22
N  -0.326  0.002  -1.248  -0.41
C  -1.465  0.282  -0.730  0.63
N  -1.739  -0.520  0.221  -0.43
O  -1.974  1.407  -0.907  -0.68
H  -0.067  0.613  -2.009  0.23
H  -0.005  -0.951  -1.152  0.22
H  -1.005  -0.947  0.768  0.22
H  -2.574  -0.366  0.768  0.23
N  3.400  -7.152  0.682  -0.37
C  2.222  -6.704  0.405  0.66
N  1.287  -7.252  1.182  -0.39
O  1.991  -5.714  -0.356  -0.68
H  4.181  -6.653  0.282  0.24
H  3.511  -7.840  1.413  0.17
H  1.464  -8.084  1.726  0.17
H  0.356  -6.859  1.159  0.21
N  -8.924  2.615  4.231  -0.45
C  -8.003  2.092  3.469  0.63
N  -7.916  2.805  2.478  -0.39
O  -7.430  1.018  3.648  -0.67
H  -9.218  2.054  5.018  0.21
H  -9.116  3.605  4.177  0.22
H  -7.191  2.626  1.798  0.23
H  -8.783  3.244  2.204  0.22
N  -3.167  7.331  5.052  -0.44
C  -2.655  6.261  4.485  0.59
N  -3.066  6.072  3.261  -0.38
O  -1.966  5.491  4.971  -0.56
H  -2.760  7.579  5.943  0.25
H  -3.366  8.045  4.366  0.20
H  -2.781  5.312  2.659  0.20
H  -3.689  6.782  2.903  0.14
N  3.392  -2.041  -6.933  -0.36
C  2.391  -1.252  -6.985  0.65
N  2.653  -0.005  -6.762  -0.42
O  1.233  -1.605  -7.093  -0.67
H  3.215  -3.016  -7.127  0.23
H  4.291  -1.591  -6.832  0.16
H  3.624  0.267  -6.822  0.18
H  1.933  0.618  -7.098  0.25

- SMILES = NC(N)=O.NC(N)=O.NC(N)=O.NC(N)=O.NC(N)=O.NC(N)=O
- highest occupied orbital energy (eV) = -9.23
- orbital gap (eV) = 9.56

***

## B
C6H24N12O6 | the ωB97M-V functional and the def2-TZVPD basis

Each line ends with the Mulliken charge.
Atoms and positions in Å:
N  3.434  2.081  0.440  -0.48
C  3.614  1.244  -0.644  0.63
N  3.567  -0.086  -0.385  -0.27
O  3.789  1.732  -1.747  -0.65
H  3.831  2.994  0.311  0.21
H  3.329  1.724  1.372  0.17
H  3.312  -0.385  0.539  0.12
H  3.885  -0.783  -1.036  0.22
N  0.382  1.698  0.421  -0.26
C  -0.425  1.146  -0.523  0.55
N  -1.631  0.748  -0.025  -0.20
O  -0.045  0.965  -1.677  -0.71
H  0.131  1.742  1.395  0.17
H  1.249  2.125  0.130  0.27
H  -2.347  0.399  -0.628  0.16
H  -1.722  0.889  0.968  0.13
N  -0.310  -0.298  -5.510  -0.39
C  1.038  0.009  -5.500  0.45
N  1.523  0.217  -4.252  -0.22
O  1.694  0.076  -6.524  -0.67
H  -0.837  -0.405  -6.357  0.22
H  -0.896  0.052  -4.768  0.18
H  0.994  -0.034  -3.441  0.26
H  2.518  0.363  -4.257  0.20
N  0.684  -1.932  -1.784  -0.12
C  1.677  -2.861  -1.676  0.55
N  1.236  -4.146  -1.500  -0.41
O  2.861  -2.577  -1.607  -0.65
H  0.930  -0.977  -1.567  -0.04
H  -0.298  -2.117  -1.863  0.21
H  0.277  -4.358  -1.707  0.16
H  1.884  -4.900  -1.380  0.24
N  -5.306  0.251  1.677  -0.47
C  -4.093  0.440  2.263  0.65
N  -3.919  1.615  2.932  -0.33
O  -3.255  -0.450  2.357  -0.70
H  -5.931  1.007  1.466  0.18
H  -5.466  -0.641  1.246  0.23
H  -3.002  1.685  3.349  0.22
H  -4.616  2.332  2.970  0.16
N  -1.140  -0.959  4.164  -0.33
C  -0.532  0.269  4.131  0.65
N  0.393  0.459  5.115  -0.44
O  -0.810  1.151  3.321  -0.72
H  -0.913  -1.535  4.956  0.17
H  -2.037  -1.050  3.702  0.33
H  0.805  1.346  5.330  0.23
H  0.496  -0.267  5.803  0.14

- SMILES = NC(N)=O.NC(N)=O.NC(N)=O.NC(N)=O.NC(N)=O.NC(N)=O
- highest occupied orbital energy (eV) = -8.73
- orbital gap (eV) = 8.91

***

B has the most favorable energy; the next structure is 5.537 eV above.

***

## A
C2H8NO | the ωB97M-V functional and the def2-TZVPD basis

Each line ends with the Mulliken charge.
Atoms and positions in Å:
C  0.081  -1.550  -0.075  -0.77
C  -1.347  0.145  1.010  -0.15
N  -0.337  -0.134  0.266  0.06
H  -0.322  -2.214  0.681  0.33
H  1.151  -1.475  -0.203  0.32
H  -0.502  -1.761  -0.971  0.34
H  -2.120  -0.601  1.168  0.29
H  -1.470  1.149  1.399  0.27
H  0.290  0.665  0.409  0.33
H  2.124  1.431  -1.168  0.33
H  1.137  2.487  -1.615  0.32
O  1.316  1.857  -0.900  -0.65

- total charge = +1
- highest occupied orbital energy (eV) = -16.02
- orbital gap (eV) = 10.85

***

## B
C2H8NO | the ωB97M-V functional and the def2-TZVPD basis

Each line ends with the Mulliken charge.
Atoms and positions in Å:
N  -2.187  -0.844  0.641  -0.42
H  -1.490  -0.189  0.860  0.35
H  -1.795  -1.555  0.148  0.33
H  -2.603  -1.331  1.450  0.38
H  -2.930  -0.305  0.187  0.36
O  -0.066  -0.237  -0.677  -0.57
C  1.034  0.222  -0.977  0.16
C  2.109  0.875  -0.124  -0.83
H  1.104  0.303  -2.055  0.35
H  2.280  0.137  0.716  0.28
H  1.605  1.625  0.491  0.29
H  2.939  1.300  -0.658  0.31

- total charge = +1
- highest occupied orbital energy (eV) = -14.17
- orbital gap (eV) = 10.37

***

## C
C2H8NO | the ωB97M-V functional and the def2-TZVPD basis

Each line ends with the Mulliken charge.
Atoms and positions in Å:
O  -1.306  1.765  0.850  -0.68
H  0.001  0.674  0.199  0.24
H  -0.986  1.968  1.732  0.32
H  -2.012  2.358  0.584  0.32
C  -0.426  -1.284  -0.627  -0.68
C  1.706  -0.224  -0.189  -0.02
N  0.440  -0.183  -0.187  0.09
H  -1.100  -0.899  -1.387  0.30
H  0.224  -2.120  -0.851  0.29
H  -1.112  -1.534  0.186  0.31
H  2.307  0.524  0.316  0.25
H  2.265  -1.045  -0.627  0.26

- total charge = +1
- highest occupied orbital energy (eV) = -16.47
- orbital gap (eV) = 11.64

***

C has the most favorable energy; the next structure is 0.233 eV above.

***

## A
C2H2N2O2 | the ωB97M-V functional and the def2-TZVPD basis

Each line ends with the Mulliken charge.
Atoms and positions in Å:
N  -2.816  0.502  0.035  -0.29
C  -1.748  0.093  -0.025  0.18
C  -0.400  -0.461  0.035  0.58
O  -0.121  -1.641  -0.003  -0.54
N  0.517  0.512  0.195  -0.18
O  1.865  0.206  -0.210  -0.39
H  0.696  1.464  -0.214  0.32
H  2.006  -0.676  0.187  0.33

- SMILES = N#CC(=O)NO
- highest occupied orbital energy (eV) = -10.77
- orbital gap (eV) = 10.67

***

## B
C2H2N2O2 | the ωB97M-V functional and the def2-TZVPD basis

Each line ends with the Mulliken charge.
Atoms and positions in Å:
C  0.922  -1.120  -0.390  0.43
C  0.405  0.209  -0.160  -0.81
N  1.193  -2.200  -0.497  -0.27
N  -0.757  0.295  0.758  0.91
O  -1.332  1.376  0.770  -0.52
O  -0.872  -0.572  1.608  -0.49
H  0.871  1.186  -0.249  0.53
H  -0.432  0.826  -1.840  0.22

- highest occupied orbital energy (alpha / beta) (eV) = -11.48 / -11.14
- orbital gap (alpha / beta) (eV) = 8.89 / 9.09

***

A has the most favorable energy; the next structure is 4.612 eV above.

***

## A
C2H2N2O2 | the ωB97M-V functional and the def2-TZVPD basis

Each line ends with the Mulliken charge.
Atoms and positions in Å:
C  -1.271  -0.096  -0.005  0.03
N  -0.690  -1.212  -0.048  -0.26
O  0.748  -1.117  0.033  -0.18
C  1.269  0.101  -0.009  0.07
N  0.693  1.236  -0.017  -0.28
O  -0.766  1.161  0.005  -0.18
H  -2.333  -0.131  0.082  0.41
H  2.350  0.058  -0.040  0.40

- SMILES = C1=NOC=NO1
- highest occupied orbital energy (eV) = -9.68
- orbital gap (eV) = 10.51

***

## B
C2H2N2O2 | the ωB97M-V functional and the def2-TZVPD basis

Each line ends with the Mulliken charge.
Atoms and positions in Å:
C  0.752  1.224  -0.170  0.33
C  0.459  -0.180  -0.038  -0.60
N  1.021  2.309  -0.367  -0.30
N  -0.931  -0.593  -0.045  0.88
O  -1.762  0.224  0.338  -0.51
O  -1.141  -1.661  -0.508  -0.53
H  0.888  -0.975  -0.547  0.46
H  0.714  -0.347  1.337  0.26

- highest occupied orbital energy (eV) = -11.97
- orbital gap (eV) = 11.23

***

A has the most favorable energy; the next structure is 0.795 eV above.